The following is a DFT calculation (the ωB97M-V functional and the def2-TZVPD basis) of a single C5H5F molecule at a distorted geometry.

## Properties
HOMO level: -9.231 eV
Energy relative to the best compared isomer or geometry (same formula, charge and spin): 163.6 kJ/mol
Calculated total energy: -293.27973 Ha
SMILES: C=CC#CCF
Gap between HOMO and LUMO: 10.14 eV

Element x y z (Å)
F  -2.581  0.704  -0.062
C  1.905  0.447  0.062
C  -0.539  -0.477  0.039
C  0.644  -0.195  -0.057
C  3.109  -0.088  -0.049
C  -1.979  -0.528  0.057
H  -2.246  -1.141  -0.801
H  4.061  0.416  0.142
H  -2.373  -0.987  0.950
H  1.816  1.574  0.120
H  3.132  -1.161  -0.171

Force components x, y, z for each atom (eV/Å):
F 0.122 0.392 -0.109
C 0.315 2.210 -0.636
C 2.200 1.087 0.026
C -1.950 -0.242 0.507
C 0.234 -0.870 0.626
C -0.166 -0.902 -0.509
H -0.526 -0.037 -0.119
H -0.577 0.089 -0.348
H -0.036 -0.238 0.397
H 0.021 -1.331 0.254
H 0.361 -0.157 -0.089

In elementary charge units, the natural (NBO) charges are:
1 F -0.347
2 C -0.277
3 C -0.042
4 C 0.010
5 C -0.345
6 C -0.016
7 H 0.191
8 H 0.211
9 H 0.192
10 H 0.228
11 H 0.194